Entry 1:
{"formula": "C6H12O2S3", "method": "ωB97M-V/def2-TZVPD", "symbols": ["S", "S", "S", "O", "O", "C", "C", "C", "C", "C", "C", "H", "H", "H", "H", "H", "H", "H", "H", "H", "H", "H", "H"], "positions_angstrom": [[-2.387, 1.484, -0.320], [-2.656, -0.568, -0.034], [-0.708, 1.666, 0.996], [-3.546, -0.990, -1.074], [-3.009, -0.824, 1.329], [0.564, 0.831, 0.000], [-1.012, -1.158, -0.691], [0.566, 1.459, -1.354], [0.580, -1.431, 1.307], [0.320, -0.682, -0.059], [1.964, 1.057, 0.577], [-0.295, 1.151, -2.007], [-1.064, -1.000, -1.737], [0.658, 2.495, -1.386], [1.147, -2.328, 1.280], [2.120, 2.161, 0.641], [-1.264, -2.240, -0.342], [2.846, 0.583, 0.106], [-0.385, -1.544, 1.877], [1.558, 1.096, -1.939], [0.965, -1.170, -0.796], [1.941, 0.743, 1.589], [1.095, -0.791, 2.036]], "atomic_forces_ev_per_a": [[0.9, 0.4, 1.0], [0.7, 0.8, -1.0], [-1.0, -0.1, -0.1], [-0.5, -0.1, -0.2], [0.8, -0.4, 0.0], [0.9, -0.7, -0.9], [-1.4, -1.4, 3.7], [1.6, -2.9, -3.6], [-1.8, 2.2, 1.1], [-0.5, -1.9, 0.5], [-0.2, 1.9, 0.7], [0.8, 0.4, 0.7], [-0.4, 0.0, -0.9], [-0.1, 1.9, 0.4], [0.2, -0.9, -0.5], [0.2, -0.7, -0.3], [1.1, 1.3, -1.2], [-0.9, 0.1, -0.3], [0.7, -0.4, -0.8], [-2.2, 0.5, 1.2], [0.8, 0.6, 0.1], [0.4, -0.2, 1.0], [0.2, -0.1, -0.5]], "charge": 0, "total_energy_ha": -1580.81104, "de_lowest_kj_mol": 0.0, "orbital_gap_ev": 9.5, "smiles": "C[C@H]1CS(=O)(=O)SSC1(C)C"}

---

Entry 2:
{"formula": "C6H12O3S4", "method": "ωB97M-V/def2-TZVPD", "symbols": ["S", "S", "S", "S", "O", "O", "O", "C", "C", "C", "C", "C", "C", "H", "H", "H", "H", "H", "H", "H", "H", "H", "H", "H", "H"], "positions_angstrom": [[-0.710, 0.370, -1.453], [0.470, 1.833, 1.899], [1.463, -2.069, -1.121], [0.864, 0.120, 3.040], [0.799, -0.858, 1.971], [-0.275, -0.049, 3.944], [2.248, 0.221, 3.525], [1.047, 0.564, -1.256], [-0.371, -2.338, -1.023], [1.722, -0.601, -2.136], [-1.154, 1.560, 1.187], [-1.134, 1.790, -0.327], [-1.082, -1.121, -0.461], [-2.181, -1.273, -0.630], [-1.751, 2.388, 1.534], [2.774, -0.631, -2.217], [1.276, 1.601, -1.583], [-1.689, 0.677, 1.531], [-0.695, -2.512, -2.038], [-0.557, -3.161, -0.300], [-2.133, 2.063, -0.656], [-0.447, 2.653, -0.655], [-0.943, -1.150, 0.521], [1.196, 0.572, -0.197], [1.263, -0.650, -3.098]], "atomic_forces_ev_per_a": [[-0.1, 0.6, 1.6], [0.7, 1.4, 0.3], [-0.1, -1.6, 0.3], [0.6, -2.4, 0.6], [-0.4, -0.8, -1.1], [1.2, 0.9, -0.1], [-2.1, 1.0, 0.1], [1.4, -0.1, -2.3], [1.1, 0.9, -0.3], [-2.3, 0.6, 2.7], [0.1, 0.4, -0.3], [-0.2, 0.6, -0.8], [-2.3, -0.8, -4.4], [0.7, 0.3, 0.0], [-0.4, 0.3, 0.2], [1.2, 0.7, -0.1], [-0.2, -0.6, -0.2], [0.4, -0.2, -0.1], [-0.3, -0.7, -0.1], [0.3, 0.3, -0.8], [-0.2, 0.1, 0.0], [-0.9, -1.5, 0.6], [1.2, 1.2, 4.3], [0.7, -0.6, 0.7], [-0.3, 0.0, -0.8]], "charge": 0, "total_energy_ha": -2054.18709, "de_lowest_kj_mol": 80.9, "orbital_gap_ev": 8.1}

---

Entry 3:
{"formula": "C6H12O4", "method": "ωB97M-V/def2-TZVPD", "symbols": ["O", "O", "O", "O", "C", "C", "C", "C", "C", "C", "H", "H", "H", "H", "H", "H", "H", "H", "H", "H", "H", "H"], "positions_angstrom": [[-9.205, 4.058, -7.852], [-8.632, 6.192, -7.287], [-13.877, -0.907, -7.213], [-15.080, 0.843, -6.469], [-9.422, 5.039, -7.229], [-14.011, 0.405, -6.860], [-11.303, 3.899, -5.994], [-10.454, 5.224, -6.169], [-11.453, 0.025, -6.510], [-12.630, 1.056, -6.775], [-11.165, -0.539, -7.413], [-10.581, 0.605, -6.165], [-9.970, 5.566, -5.234], [-12.360, 1.719, -7.620], [-14.683, -1.490, -7.155], [-11.734, -0.693, -5.721], [-12.107, 3.986, -5.244], [-7.991, 6.061, -8.038], [-11.108, 6.042, -6.528], [-11.749, 3.580, -6.951], [-12.646, 1.672, -5.856], [-10.593, 3.124, -5.660]], "atomic_forces_ev_per_a": [[0.2, -0.8, -1.0], [0.1, -1.2, -1.4], [-0.3, -0.7, -0.4], [1.6, 0.0, -0.9], [1.1, 1.9, 1.4], [-1.3, -0.9, 1.2], [0.9, 0.7, 0.1], [-1.7, -0.7, 0.1], [-0.5, 0.5, -0.3], [0.9, -0.5, 0.8], [-0.2, 0.3, 0.4], [-0.3, -0.3, -0.2], [-0.3, -0.2, -0.5], [-0.5, -0.5, 0.3], [0.7, 1.6, 0.1], [0.1, 0.3, -0.4], [0.4, 0.2, -0.3], [-0.8, 0.1, 1.0], [0.3, -0.2, 0.4], [0.3, 0.4, 0.5], [-0.4, -0.1, -0.7], [-0.5, 0.1, -0.2]], "charge": 0, "total_energy_ha": -536.79916, "de_lowest_kj_mol": 15.7, "orbital_gap_ev": 11.0, "smiles": "CCC(=O)O.CCC(=O)O"}

---

Entry 4:
{"formula": "C6H12O5PS", "method": "ωB97M-V/def2-TZVPD", "symbols": ["S", "P", "O", "O", "O", "O", "O", "C", "C", "C", "C", "C", "C", "H", "H", "H", "H", "H", "H", "H", "H", "H", "H", "H", "H"], "positions_angstrom": [[1.156, -3.615, 0.123], [-0.028, 0.619, 0.391], [1.071, 1.624, -0.222], [-1.027, -0.323, -2.086], [-1.262, 1.414, 0.588], [-2.617, -1.739, -1.101], [0.578, 0.269, 1.768], [-0.217, -0.700, -0.887], [0.848, 2.529, -1.302], [-0.815, -1.626, 2.544], [1.297, 2.144, -2.661], [-0.399, -0.171, 2.830], [-1.619, -1.067, -1.203], [-1.118, 0.605, 2.931], [0.243, -0.122, 3.771], [1.928, 1.255, -2.455], [-1.074, -2.278, 3.320], [-0.110, -2.178, 1.983], [1.477, 3.453, -0.848], [-0.150, 2.817, -1.205], [-1.669, -1.676, 1.885], [0.681, -4.607, -0.626], [0.522, -1.412, -1.072], [0.427, 1.909, -3.282], [1.878, 2.876, -3.182]], "atomic_forces_ev_per_a": [[0.3, 0.2, 0.2], [-1.1, 3.2, -1.5], [1.0, -2.0, 0.1], [0.0, 1.5, -1.1], [-0.7, -0.8, -0.6], [1.4, 1.6, 0.0], [0.2, -1.4, 0.9], [-2.1, 0.7, 2.0], [2.3, 3.3, 3.0], [-0.9, 1.7, -1.2], [-0.1, -1.8, 0.1], [2.8, -1.4, 1.1], [-0.5, -2.5, 0.7], [-1.0, 0.2, -0.3], [-0.7, -0.1, -1.2], [-0.3, 0.3, -0.8], [-0.2, -0.4, 1.9], [1.4, -0.3, -0.5], [-1.3, -1.7, -1.5], [-1.8, 0.6, -0.3], [-0.6, 0.4, -0.3], [-0.1, -0.2, -0.2], [1.3, -1.3, -0.2], [0.3, -0.4, 0.0], [0.4, 0.6, 0.0]], "charge": -1, "total_energy_ha": -1351.59971, "de_lowest_kj_mol": 89.7, "orbital_gap_ev": 6.4}

---

Entry 5:
{"formula": "C6H12OS", "method": "ωB97M-V/def2-TZVPD", "symbols": ["S", "O", "C", "C", "C", "C", "C", "C", "H", "H", "H", "H", "H", "H", "H", "H", "H", "H", "H", "H"], "positions_angstrom": [[-3.270, 1.773, 0.605], [-2.693, 2.688, -0.709], [1.993, -1.360, -0.708], [3.339, -1.407, -0.830], [-2.202, 0.308, 0.275], [-0.823, 0.568, 1.070], [1.085, -0.200, -0.538], [0.300, -0.443, 0.814], [-2.706, -0.471, 0.828], [1.440, -2.315, -0.520], [-2.196, 0.020, -0.740], [3.855, -2.402, -0.863], [-3.273, 2.943, -1.381], [-1.099, 0.555, 2.218], [4.001, -0.506, -0.939], [0.303, -0.085, -1.310], [-0.526, 1.565, 0.788], [0.039, -1.517, 0.827], [0.859, -0.359, 1.670], [1.574, 0.644, -0.557]], "atomic_forces_ev_per_a": [[0.3, -0.2, -1.9], [2.2, -0.4, 2.4], [0.9, -1.3, 0.1], [-0.4, -0.1, -0.2], [0.6, 1.1, 3.4], [-2.1, -1.3, 0.3], [-3.3, -4.0, 1.1], [-1.0, 0.2, -2.2], [-0.3, -0.5, 0.1], [0.8, 0.5, -0.5], [0.3, 0.1, -1.2], [-0.5, 1.1, 0.1], [-2.1, 0.1, -1.2], [0.5, 0.2, -2.3], [-0.9, -0.9, 0.1], [0.3, -0.5, 0.0], [0.4, 0.4, 0.2], [-0.7, 0.5, -0.1], [2.3, 0.3, 1.7], [2.7, 4.7, 0.3]], "charge": 0, "total_energy_ha": -709.14523, "de_lowest_kj_mol": 247.2, "orbital_gap_ev": 9.3, "smiles": "C=CCCCCSO"}

---

Entry 6:
{"formula": "C6H12OS2", "method": "ωB97M-V/def2-TZVPD", "symbols": ["S", "S", "O", "C", "C", "C", "C", "C", "C", "H", "H", "H", "H", "H", "H", "H", "H", "H", "H", "H", "H"], "positions_angstrom": [[3.187, 0.451, -2.362], [1.648, 1.841, -2.926], [1.189, 1.689, -4.288], [1.849, -0.908, 0.895], [1.745, -0.079, -1.399], [-2.388, 0.436, -0.235], [-0.878, 0.229, -0.687], [0.071, 0.694, 0.419], [1.546, 0.328, 0.042], [0.048, 1.828, 0.376], [-2.660, 1.447, -0.243], [-0.624, -0.725, -1.078], [2.245, 1.179, 0.110], [-2.479, 0.123, 0.793], [-0.176, 0.223, 1.307], [-3.094, 0.063, -1.116], [2.802, -1.292, 0.687], [1.264, -0.830, -1.955], [-0.714, 0.996, -1.416], [1.821, -0.753, 1.984], [1.023, -1.566, 0.676]], "atomic_forces_ev_per_a": [[-1.0, 0.1, 1.0], [0.9, -1.5, 2.1], [-0.5, -0.3, -0.9], [-0.4, 1.0, 0.7], [1.7, 2.8, -1.7], [0.7, -1.7, -2.9], [-1.8, 2.3, 1.4], [1.2, 2.0, -3.3], [-0.1, -0.3, -0.3], [-0.4, -1.3, 0.9], [0.2, 1.8, 0.1], [-0.3, -0.9, -0.2], [-0.3, -0.4, 0.8], [-0.8, -0.9, 0.0], [-0.4, -0.3, 2.1], [1.2, -0.1, 2.4], [1.2, -1.0, -0.5], [-1.0, -0.8, -0.2], [0.0, -0.2, -1.2], [-0.1, 0.4, -0.3], [0.1, -0.8, -0.1]], "charge": 0, "total_energy_ha": -1107.30453, "de_lowest_kj_mol": 333.9, "orbital_gap_ev": [7.9, 7.7]}

---

Repeat the fifth record exactly.
{"formula": "C6H12OS", "method": "ωB97M-V/def2-TZVPD", "symbols": ["S", "O", "C", "C", "C", "C", "C", "C", "H", "H", "H", "H", "H", "H", "H", "H", "H", "H", "H", "H"], "positions_angstrom": [[-3.270, 1.773, 0.605], [-2.693, 2.688, -0.709], [1.993, -1.360, -0.708], [3.339, -1.407, -0.830], [-2.202, 0.308, 0.275], [-0.823, 0.568, 1.070], [1.085, -0.200, -0.538], [0.300, -0.443, 0.814], [-2.706, -0.471, 0.828], [1.440, -2.315, -0.520], [-2.196, 0.020, -0.740], [3.855, -2.402, -0.863], [-3.273, 2.943, -1.381], [-1.099, 0.555, 2.218], [4.001, -0.506, -0.939], [0.303, -0.085, -1.310], [-0.526, 1.565, 0.788], [0.039, -1.517, 0.827], [0.859, -0.359, 1.670], [1.574, 0.644, -0.557]], "atomic_forces_ev_per_a": [[0.3, -0.2, -1.9], [2.2, -0.4, 2.4], [0.9, -1.3, 0.1], [-0.4, -0.1, -0.2], [0.6, 1.1, 3.4], [-2.1, -1.3, 0.3], [-3.3, -4.0, 1.1], [-1.0, 0.2, -2.2], [-0.3, -0.5, 0.1], [0.8, 0.5, -0.5], [0.3, 0.1, -1.2], [-0.5, 1.1, 0.1], [-2.1, 0.1, -1.2], [0.5, 0.2, -2.3], [-0.9, -0.9, 0.1], [0.3, -0.5, 0.0], [0.4, 0.4, 0.2], [-0.7, 0.5, -0.1], [2.3, 0.3, 1.7], [2.7, 4.7, 0.3]], "charge": 0, "total_energy_ha": -709.14523, "de_lowest_kj_mol": 247.2, "orbital_gap_ev": 9.3, "smiles": "C=CCCCCSO"}